# C43H38F5N9O2PSn

C43H38F5N9O2PSn as an isolated structure (the ωB97M-V functional and the def2-TZVPD basis, OMol25).

Structure (ORCA input):
```
! RIJCOSX wB97M-V def2-TZVPD def2/J DEFGRID3
* xyz 1 1
Sn 0.628 0.411 -0.046
N -0.706 4.018 3.229
C -2.044 3.793 3.039
C -2.120 2.687 2.247
N -0.861 2.238 1.949
C -0.025 3.049 2.557
C 1.414 2.888 2.540
N 2.040 1.898 1.937
C 3.370 2.068 2.198
C 3.560 3.181 2.961
N 2.308 3.696 3.173
H -0.324 4.773 3.771
H -2.801 4.426 3.465
H -2.998 2.172 1.894
H 4.104 1.371 1.830
H 4.447 3.644 3.355
H 2.113 4.518 3.715
N 0.576 3.609 -2.498
C -0.647 2.989 -2.275
C -1.758 3.531 -2.940
C -2.987 2.933 -2.790
C -3.089 1.795 -1.994
C -1.943 1.327 -1.395
N -0.742 1.911 -1.503
C 1.868 3.222 -2.213
C 2.915 3.883 -2.883
C 4.210 3.485 -2.656
C 4.448 2.434 -1.769
C 3.363 1.861 -1.148
N 2.098 2.252 -1.344
H 0.525 4.354 -3.171
H -1.629 4.383 -3.596
H -3.854 3.331 -3.298
H -4.034 1.287 -1.860
H -1.959 0.422 -0.797
H 2.690 4.676 -3.585
H 5.029 3.970 -3.170
H 5.449 2.076 -1.574
H 3.493 1.042 -0.445
C 3.885 -2.612 2.142
C 2.733 -2.317 1.211
O 2.054 -1.295 1.311
N 2.493 -3.245 0.277
C 1.457 -3.103 -0.733
C 1.991 -2.478 -2.001
C 2.000 -3.196 -3.189
C 2.493 -2.596 -4.337
C 2.958 -1.295 -4.254
C 2.917 -0.658 -3.024
N 2.456 -1.228 -1.914
H 3.843 -1.939 2.994
H 4.830 -2.456 1.618
H 3.847 -3.643 2.492
H 3.105 -4.041 0.214
H 0.673 -2.464 -0.325
H 1.035 -4.084 -0.945
H 1.610 -4.205 -3.216
H 2.511 -3.133 -5.276
H 3.340 -0.779 -5.124
H 3.262 0.365 -2.929
C -0.548 -0.224 3.867
P -0.933 -0.989 2.233
C -0.579 -2.751 2.585
C 0.530 -3.095 3.359
C 0.863 -4.426 3.558
C 0.106 -5.431 2.971
C -0.990 -5.095 2.190
C -1.331 -3.765 1.995
C -2.762 -0.975 2.211
C -3.382 -0.830 0.971
C -4.765 -0.800 0.870
C -5.542 -0.904 2.014
C -4.932 -1.055 3.254
C -3.550 -1.097 3.353
H -0.729 -0.916 4.688
H -1.170 0.662 3.990
H 0.498 0.084 3.866
H 1.135 -2.318 3.808
H 1.713 -4.682 4.179
H 0.366 -6.469 3.129
H -1.585 -5.876 1.733
H -2.192 -3.515 1.385
H -2.766 -0.771 0.079
H -5.236 -0.709 -0.101
H -6.621 -0.883 1.943
H -5.539 -1.154 4.145
H -3.087 -1.236 4.323
F -4.246 0.580 -5.403
C -3.330 0.203 -4.504
C -2.041 0.702 -4.560
F -1.699 1.556 -5.529
C -1.111 0.333 -3.609
F 0.138 0.837 -3.694
C -1.411 -0.522 -2.533
O -0.569 -0.795 -1.583
C -2.714 -1.061 -2.560
F -3.060 -1.924 -1.589
C -3.656 -0.695 -3.500
F -4.892 -1.193 -3.437
*
```

Results
- total energy (eV) = -91417.3784
- HOMO (eV) = -9.72
- largest force on an atom (eV/A) = 1.8
- E_LUMO (eV) = -1.84
- HOMO-LUMO gap (eV) = 7.8835